P:
{"formula": "C4H5NO2", "method": "ωB97M-V with the def2-TZVPD basis set", "total_charge": 0, "orbital_gap_ev": [8.8, 8.8], "e_lumo_ev": [-0.444, -0.443], "species": ["C", "O", "C", "N", "O", "C", "C", "H", "H", "H", "H", "H"], "positions_angstrom": [[-1.4470, -0.5880, -1.4501], [-0.5651, -1.2289, -0.5394], [0.1607, -0.4057, 0.2281], [0.2738, 0.9410, -0.0659], [1.2404, 1.3468, 0.7445], [1.7237, 0.3182, 1.4807], [1.0976, -0.9029, 1.2588], [-2.1829, 0.0180, -0.9096], [-0.8880, 0.0523, -2.1387], [-1.9435, -1.3918, -1.9921], [2.5857, 0.5910, 2.0769], [-0.3013, -0.1927, 1.3139]]}

Q:
{"formula": "C4H5NO2", "method": "ωB97M-V with the def2-TZVPD basis set", "total_charge": 0, "orbital_gap_ev": 10.0, "e_lumo_ev": 0.384, "species": ["C", "C", "C", "C", "H", "H", "H", "H", "H", "N", "O", "O"], "positions_angstrom": [[-0.5122, -0.2101, 0.3029], [0.8806, -0.7528, -0.2029], [1.8554, 0.1943, -0.3216], [-0.0963, 1.2800, 0.0135], [-1.8525, -1.4870, -0.6842], [-2.5495, 0.2613, 0.1712], [-0.6707, -0.4912, 1.4715], [1.4089, -1.8360, 0.3888], [2.9548, -0.0885, -0.2468], [-1.7186, -0.4006, -0.5501], [1.2830, 1.4588, -0.2039], [-0.9830, 2.0718, -0.1385]]}

The least stable of them is P.

P:
{"formula": "C4H5NO2", "method": "ωB97M-V with the def2-TZVPD basis set", "total_charge": 0, "orbital_gap_ev": 10.6, "smiles": "O=C[C@H]1CN=CO1", "e_lumo_ev": 0.666, "species": ["O", "C", "C", "C", "N", "C", "O", "H", "H", "H", "H", "H"], "positions_angstrom": [[-2.5028, 0.7779, 0.3255], [-1.7806, -0.1581, 0.0824], [-0.3982, 0.0973, -0.4943], [0.5354, 0.8402, 0.5027], [1.7709, 0.0561, 0.5074], [1.5449, -0.9533, -0.2174], [0.3234, -1.1052, -0.7991], [-2.0882, -1.2045, 0.2893], [-0.5328, 0.6621, -1.4250], [0.7351, 1.8658, 0.1839], [0.1085, 0.8826, 1.5110], [2.2590, -1.7366, -0.4526]]}

Q:
{"formula": "C4H5NO2", "method": "ωB97M-V with the def2-TZVPD basis set", "total_charge": 0, "orbital_gap_ev": 10.8, "smiles": "O=C[C@H]1CN1C=O", "e_lumo_ev": 0.595, "species": ["O", "C", "C", "C", "N", "C", "O", "H", "H", "H", "H", "H"], "positions_angstrom": [[2.5488, -0.7294, -0.3939], [1.4229, -0.3255, -0.5559], [0.6842, 0.4513, 0.4933], [-0.5142, 1.2282, 0.0484], [-0.6829, 0.0332, 0.8236], [-1.2090, -1.1173, 0.2071], [-1.8416, -1.1257, -0.8165], [0.8725, -0.5029, -1.5038], [1.2986, 0.7833, 1.3260], [-0.8010, 1.1767, -1.0003], [-0.7604, 2.1512, 0.5658], [-1.0179, -2.0230, 0.8062]]}

R:
{"formula": "C4H5NO2", "method": "ωB97M-V with the def2-TZVPD basis set", "total_charge": 0, "orbital_gap_ev": 10.9, "smiles": "O=CN1CCC1=O", "e_lumo_ev": 0.748, "species": ["C", "C", "C", "C", "H", "H", "H", "H", "H", "N", "O", "O"], "positions_angstrom": [[1.5974, -0.6773, -0.8710], [-0.0248, -0.1761, 1.0514], [-1.2909, 0.5729, 0.5477], [-0.6969, 0.4942, -0.8847], [1.7571, -0.3945, -1.9641], [0.5198, 0.4681, 1.7268], [-0.1292, -1.1825, 1.4833], [-2.2641, 0.0004, 0.6146], [-1.3371, 1.6155, 0.9129], [0.4465, -0.1615, -0.3474], [2.3869, -1.3012, -0.2251], [-0.9648, 0.7420, -2.0445]]}

The least stable of them is Q.

P:
{"formula": "C6H6N2", "method": "ωB97M-V with the def2-TZVPD basis set", "total_charge": 0, "orbital_gap_ev": 10.7, "e_lumo_ev": 0.901, "species": ["C", "C", "C", "C", "C", "C", "H", "H", "H", "H", "H", "H", "N", "N"], "positions_angstrom": [[-2.7268, -0.6112, -0.0109], [-1.5682, -0.3721, -0.0696], [-0.0773, -0.0541, -0.0409], [0.7133, -0.7450, 1.0506], [1.7609, -0.9134, -0.0614], [0.1052, 1.3894, 0.0125], [-3.7644, -0.7925, 0.0139], [1.1295, -0.3221, 2.0285], [0.2455, -1.6995, 1.3079], [2.2899, -1.8900, -0.0070], [2.6116, -0.2130, 0.0071], [1.0133, -0.2819, -1.9288], [0.7530, -0.6792, -1.0386], [0.2801, 2.5416, 0.0810]]}

Q:
{"formula": "C6H6N2", "method": "ωB97M-V with the def2-TZVPD basis set", "total_charge": 0, "orbital_gap_ev": 8.9, "smiles": "C#CC/C(C#C)=N\\N", "e_lumo_ev": 0.297, "species": ["C", "C", "C", "C", "C", "C", "H", "H", "H", "H", "H", "H", "N", "N"], "positions_angstrom": [[-0.1875, -0.7327, 0.4480], [-0.6867, 0.7105, 0.5467], [-0.1289, 1.5383, -0.5574], [0.3536, 2.3421, -1.3587], [-1.1303, -1.7126, 0.2294], [-1.9550, -2.4184, -0.5262], [3.0842, -0.6621, 0.6554], [1.9937, 0.4486, 1.0649], [-1.8221, 0.8195, 0.5742], [-0.5051, 1.0844, 1.4461], [0.6537, 2.9982, -2.3580], [-2.8224, -3.0590, -0.7841], [2.1367, -0.2781, 0.3979], [1.0162, -1.0788, 0.2217]]}

The least stable of them is Q.

P:
{"formula": "C3H4S2", "method": "ωB97M-V with the def2-TZVPD basis set", "total_charge": 0, "orbital_gap_ev": 7.9, "e_lumo_ev": -0.816, "species": ["C", "C", "C", "H", "H", "H", "H", "S", "S"], "positions_angstrom": [[0.5009, 0.1298, 0.2576], [-0.3661, -1.0744, 0.1232], [-0.4749, 1.1489, 0.0191], [-0.1928, -1.2041, -1.1293], [-0.5720, -1.8104, 0.8315], [-0.1529, 1.7151, -0.8063], [-0.9404, 1.6452, 1.1311], [2.1399, -0.0296, -0.0596], [-1.8962, -0.0686, -0.0920]]}

Q:
{"formula": "C3H4S2", "method": "ωB97M-V with the def2-TZVPD basis set", "total_charge": 0, "orbital_gap_ev": 7.5, "smiles": "CC(=S)C=S", "e_lumo_ev": -1.456, "species": ["C", "C", "C", "H", "H", "H", "H", "S", "S"], "positions_angstrom": [[-0.5991, 1.0806, -0.2019], [-0.3145, -0.4616, -0.0569], [0.9682, -0.9232, 0.3583], [-0.1737, 1.5040, -1.0122], [-1.6082, 1.4189, -0.4041], [-0.2704, 1.5137, 0.7154], [1.0850, -1.4968, 1.2279], [-1.5047, -1.6617, -0.2718], [2.4175, -0.9739, -0.3548]]}

R:
{"formula": "C3H4S2", "method": "ωB97M-V with the def2-TZVPD basis set", "total_charge": 0, "orbital_gap_ev": [7.6, 7.0], "e_lumo_ev": [-1.246, -1.842], "species": ["C", "C", "C", "S", "S", "H", "H", "H", "H"], "positions_angstrom": [[-1.2206, -0.0276, -0.7143], [0.9912, -0.2065, 0.8609], [0.0690, -0.0479, -0.2313], [-1.8261, -0.9798, -1.9368], [1.5171, -1.0470, -0.6572], [-1.8952, 0.6964, -0.1212], [1.4921, 0.6214, 1.2144], [0.6419, -0.8809, 1.6762], [0.2306, 1.8718, -0.0906]]}

S:
{"formula": "C3H4S2", "method": "ωB97M-V with the def2-TZVPD basis set", "total_charge": 0, "orbital_gap_ev": [9.1, 5.8], "e_lumo_ev": [-0.150, -1.912], "species": ["C", "C", "C", "S", "S", "H", "H", "H", "H"], "positions_angstrom": [[0.7103, 0.6944, -0.1570], [-0.2507, -0.2137, 0.6200], [-1.4806, -0.6151, -0.0394], [2.4281, 0.0813, 0.0180], [-0.4837, -1.9452, -0.0761], [0.5592, 0.5383, -1.2958], [0.8135, 1.7226, -0.0003], [-0.3099, -0.2993, 1.6596], [-1.9861, 0.0367, -0.7291]]}

The least stable of them is R.

P:
{"formula": "C3H4S2", "method": "ωB97M-V with the def2-TZVPD basis set", "total_charge": 0, "orbital_gap_ev": 7.9, "smiles": "S=CCC=S", "e_lumo_ev": -0.946, "species": ["C", "C", "C", "H", "H", "H", "H", "S", "S"], "positions_angstrom": [[0.7892, 0.1927, 0.8856], [-0.4657, 0.3057, 0.1635], [-0.4569, -0.6050, -1.1474], [1.7177, 0.6428, 0.5129], [-0.5444, 1.2179, -0.3370], [-1.2181, 0.0056, 0.9010], [-0.4090, -1.7340, -0.7739], [0.8034, 0.0308, 2.4479], [-0.2163, -0.0566, -2.6525]]}

Q:
{"formula": "C3H4S2", "method": "ωB97M-V with the def2-TZVPD basis set", "total_charge": 0, "orbital_gap_ev": 8.1, "smiles": "C=C=S.C=S", "e_lumo_ev": -0.530, "species": ["C", "C", "C", "S", "S", "H", "H", "H", "H"], "positions_angstrom": [[-0.5107, -0.9794, 1.1480], [-0.3636, -0.2847, 2.1869], [0.6524, 0.8207, -2.2438], [-0.7676, -1.7716, -0.1689], [-0.1013, 1.1770, -0.8773], [-0.7495, -0.7390, 3.0123], [0.1873, 0.7651, 2.3206], [1.5658, 0.3090, -2.3029], [0.0873, 0.7030, -3.0749]]}

The least stable of them is Q.

P:
{"formula": "C3H4S2", "method": "ωB97M-V with the def2-TZVPD basis set", "total_charge": 0, "orbital_gap_ev": 8.5, "smiles": "C=CC1SS1", "e_lumo_ev": 0.075, "species": ["C", "C", "C", "S", "S", "H", "H", "H", "H"], "positions_angstrom": [[1.5589, 0.0401, 0.0895], [0.3538, 0.0643, 0.4945], [-0.8899, -0.1206, -0.4589], [-2.4444, -1.1721, -0.1170], [-2.2875, 0.8899, 0.1523], [2.3544, 0.3620, 0.8005], [1.7156, -0.3091, -0.9830], [0.1449, 0.3109, 1.5513], [-0.5058, -0.0653, -1.5291]]}

Q:
{"formula": "C3H4S2", "method": "ωB97M-V with the def2-TZVPD basis set", "total_charge": 0, "orbital_gap_ev": [9.0, 5.8], "e_lumo_ev": [-0.564, -2.348], "species": ["C", "C", "C", "S", "S", "H", "H", "H", "H"], "positions_angstrom": [[0.9598, -0.4340, 0.3331], [-0.3452, 0.5289, 0.2554], [-1.1674, 0.6789, -0.9933], [2.1956, -0.4697, 1.7352], [-2.0910, -0.2838, 0.1546], [0.4893, -1.4847, 0.2465], [1.3468, -0.1401, -0.6897], [-0.3857, 1.3457, 0.9362], [-1.0023, 0.2587, -1.9781]]}

The least stable of them is Q.